# 1
{"formula": "C20H24N4O3S", "method": "ωB97M-V/def2-TZVPD", "mol_weight_g_mol": 400.5, "homo_ha": -0.30831, "multiplicity": 1, "total_charge": 0, "e_lumo_ev": 0.087, "energy_ha": -1619.4201, "largest_force_ha_per_bohr": 0.03354, "smiles": "COc1ccc([C@@H](C(=O)NC2CCCC2)N(C(=O)c2csnn2)C2CC2)cc1", "e_above_lowest_ev": 3.2845, "elements": ["C", "O", "C", "C", "C", "C", "C", "C", "O", "N", "C", "C", "C", "C", "C", "N", "C", "O", "C", "C", "S", "N", "N", "C", "C", "C", "C", "C", "H", "H", "H", "H", "H", "H", "H", "H", "H", "H", "H", "H", "H", "H", "H", "H", "H", "H", "H", "H", "H", "H", "H", "H"], "xyz": [[-6.932, 0.491, -0.051], [-5.980, 1.223, 0.683], [-4.671, 0.859, 0.594], [-3.775, 1.618, 1.350], [-2.430, 1.330, 1.329], [-1.931, 0.286, 0.550], [-0.443, 0.036, 0.596], [0.113, -1.145, -0.231], [-0.353, -1.530, -1.286], [1.204, -1.679, 0.337], [2.009, -2.697, -0.301], [3.377, -2.127, -0.739], [4.433, -3.024, -0.090], [3.745, -3.528, 1.175], [2.332, -3.832, 0.686], [0.291, 1.245, 0.196], [1.466, 1.487, 0.801], [1.980, 0.702, 1.595], [2.156, 2.762, 0.493], [3.519, 2.931, 0.633], [3.902, 4.542, 0.260], [2.300, 4.888, -0.029], [1.543, 3.905, 0.125], [-0.265, 2.104, -0.806], [-0.822, 1.515, -2.066], [0.465, 2.275, -2.108], [-2.824, -0.469, -0.191], [-4.181, -0.190, -0.172], [-6.741, 0.550, -1.128], [-7.893, 0.953, 0.170], [-6.956, -0.559, 0.257], [-4.164, 2.427, 1.948], [-1.751, 1.921, 1.927], [-0.163, -0.147, 1.644], [1.622, -1.197, 1.127], [1.424, -3.055, -1.152], [3.471, -1.107, -0.360], [3.475, -2.093, -1.823], [4.663, -3.867, -0.743], [5.358, -2.488, 0.117], [3.723, -2.738, 1.927], [4.237, -4.400, 1.603], [2.320, -4.788, 0.163], [1.602, -3.873, 1.493], [4.249, 2.205, 0.924], [-0.763, 2.976, -0.398], [-0.784, 0.446, -2.193], [-1.710, 1.974, -2.472], [0.490, 3.260, -2.549], [1.374, 1.709, -2.249], [-2.467, -1.282, -0.801], [-4.843, -0.803, -0.764]], "atomic_forces_ev_per_a": [[-0.1, -0.1, -0.1], [0.3, 0.1, 0.2], [0.1, 0.0, 0.0], [-0.2, 0.0, 0.0], [-0.1, -0.1, -0.1], [0.0, -0.2, 0.0], [0.0, -0.2, 0.2], [-0.1, 0.2, 0.5], [-0.2, -0.1, -0.4], [0.3, -0.2, 0.3], [-0.2, -0.1, -0.2], [0.1, -0.1, -0.1], [0.0, 0.1, 0.1], [0.0, -0.2, -0.1], [0.0, 0.0, 0.1], [0.0, -0.2, 0.0], [-0.1, -0.1, 0.1], [0.2, 0.1, 0.1], [1.6, -0.1, 0.3], [-0.2, 0.3, -0.1], [-0.2, -1.0, 0.2], [0.2, 1.7, -0.4], [-1.2, -0.2, 0.1], [-0.2, 0.4, -0.5], [0.0, -0.1, -0.1], [0.0, 0.1, 0.0], [0.2, 0.0, 0.1], [-0.4, 0.1, 0.0], [0.0, 0.0, 0.0], [0.0, -0.1, 0.0], [0.0, 0.0, 0.0], [0.0, 0.1, 0.1], [0.1, 0.1, 0.1], [0.0, 0.0, -0.3], [-0.2, 0.1, -0.1], [0.1, 0.0, 0.1], [0.0, 0.0, 0.0], [0.0, 0.1, 0.0], [0.1, -0.1, 0.0], [0.1, 0.0, -0.1], [0.0, 0.1, 0.1], [0.0, 0.0, 0.1], [0.0, -0.1, 0.0], [-0.1, -0.1, 0.0], [0.1, -0.3, 0.1], [0.0, -0.1, -0.2], [0.1, -0.1, 0.0], [-0.1, 0.1, 0.1], [0.0, 0.1, 0.0], [0.1, -0.1, 0.1], [0.0, 0.0, 0.0], [-0.1, 0.0, 0.0]], "nbo_charge": [-0.252, -0.492, 0.305, -0.257, -0.198, 0.015, -0.170, 0.689, -0.654, -0.614, -0.066, -0.416, -0.401, -0.404, -0.408, -0.406, 0.668, -0.660, -0.026, -0.391, 0.628, -0.341, -0.165, -0.070, -0.429, -0.419, -0.196, -0.309, 0.176, 0.200, 0.176, 0.224, 0.212, 0.241, 0.430, 0.237, 0.206, 0.217, 0.197, 0.210, 0.196, 0.213, 0.206, 0.219, 0.263, 0.230, 0.256, 0.222, 0.224, 0.215, 0.248, 0.219]}



# 2
{"formula": "C20H24N4O3S2", "method": "ωB97M-V/def2-TZVPD", "mol_weight_g_mol": 432.6, "homo_ha": -0.31478, "multiplicity": 1, "total_charge": 0, "e_lumo_ev": 0.442, "energy_ha": -2017.6799, "largest_force_ha_per_bohr": 0.02272, "smiles": "CCCn1c(NC(=O)C2CCN(S(=O)(=O)c3cccs3)CC2)nc2ccccc21", "e_above_lowest_ev": 0.4347, "elements": ["C", "C", "C", "N", "C", "N", "C", "O", "C", "C", "C", "N", "S", "O", "O", "C", "C", "C", "C", "S", "C", "C", "N", "C", "C", "C", "C", "C", "C", "H", "H", "H", "H", "H", "H", "H", "H", "H", "H", "H", "H", "H", "H", "H", "H", "H", "H", "H", "H", "H", "H", "H", "H"], "xyz": [[2.622, -1.300, -2.667], [3.132, -1.855, -1.342], [2.204, -2.941, -0.785], [0.881, -2.441, -0.518], [0.504, -1.573, 0.478], [1.416, -1.182, 1.429], [1.430, -0.084, 2.256], [2.320, 0.015, 3.070], [0.337, 0.939, 2.053], [0.854, 2.337, 2.423], [-0.283, 3.234, 2.932], [-1.557, 2.892, 2.353], [-1.989, 3.605, 0.930], [-3.395, 3.397, 0.756], [-1.465, 4.938, 0.940], [-1.197, 2.716, -0.394], [0.024, 2.920, -0.961], [0.298, 1.986, -1.983], [-0.724, 1.105, -2.166], [-2.041, 1.403, -1.106], [-2.027, 1.546, 2.609], [-0.876, 0.583, 2.921], [-0.750, -1.223, 0.424], [-1.265, -1.875, -0.669], [-2.554, -1.868, -1.188], [-2.790, -2.622, -2.319], [-1.779, -3.370, -2.924], [-0.495, -3.396, -2.417], [-0.249, -2.641, -1.282], [3.302, -0.541, -3.043], [1.640, -0.848, -2.541], [2.546, -2.090, -3.411], [3.219, -1.042, -0.618], [4.123, -2.290, -1.480], [2.629, -3.366, 0.132], [2.106, -3.751, -1.512], [2.203, -1.805, 1.573], [0.019, 0.901, 1.009], [1.329, 2.786, 1.550], [1.612, 2.235, 3.202], [-0.101, 4.278, 2.680], [-0.381, 3.150, 4.018], [0.680, 3.717, -0.664], [1.209, 1.978, -2.555], [-0.787, 0.299, -2.871], [-2.572, 1.214, 1.723], [-2.733, 1.570, 3.447], [-0.593, 0.650, 3.972], [-1.198, -0.434, 2.702], [-3.331, -1.291, -0.716], [-3.779, -2.637, -2.750], [-2.007, -3.944, -3.810], [0.278, -3.982, -2.892]], "atomic_forces_ev_per_a": [[0.1, 0.0, 0.2], [-0.2, -0.1, -0.1], [0.6, 0.2, 0.0], [-0.2, 0.2, 0.3], [-0.6, 0.0, -0.3], [0.5, -0.8, -0.2], [-0.2, 0.5, 0.0], [0.1, 0.0, 0.1], [0.1, 0.1, 0.2], [0.0, 0.0, 0.1], [0.6, 0.3, 0.0], [-0.4, 0.6, -0.9], [0.1, 0.1, 0.1], [0.0, -0.4, 0.0], [0.3, -0.1, 0.0], [-0.6, 0.2, 0.3], [-0.1, 0.2, 0.2], [0.0, -0.1, 0.0], [-0.4, 0.0, 0.3], [0.4, 0.2, -0.3], [-0.4, -0.5, 0.2], [0.0, 0.1, -0.2], [0.1, 0.1, 0.5], [0.5, -0.4, -0.4], [0.2, 0.0, 0.0], [-0.2, 0.0, -0.1], [0.0, -0.1, -0.1], [0.2, -0.1, 0.0], [-0.7, 0.2, 0.0], [0.0, 0.1, -0.1], [-0.1, 0.1, 0.0], [0.0, -0.1, -0.1], [0.1, 0.0, 0.0], [0.0, 0.0, 0.1], [-0.1, -0.1, -0.1], [0.0, 0.0, 0.1], [-0.1, 0.2, 0.1], [0.0, 0.0, 0.1], [0.1, 0.0, 0.0], [0.0, 0.1, -0.1], [0.1, -0.1, 0.3], [0.0, 0.0, -0.1], [0.1, 0.2, 0.1], [0.1, 0.0, -0.1], [0.0, -0.2, -0.2], [0.0, -0.2, 0.1], [0.0, -0.1, -0.1], [0.0, 0.0, 0.1], [-0.1, 0.0, 0.1], [-0.1, 0.1, 0.1], [-0.1, 0.0, 0.0], [0.0, 0.0, -0.1], [0.1, -0.1, -0.1]], "nbo_charge": [-0.612, -0.405, -0.209, -0.377, 0.558, -0.636, 0.725, -0.592, -0.338, -0.423, -0.232, -0.678, 2.353, -0.936, -0.936, -0.562, -0.236, -0.261, -0.409, 0.530, -0.217, -0.414, -0.537, 0.174, -0.242, -0.226, -0.220, -0.241, 0.094, 0.218, 0.211, 0.204, 0.207, 0.212, 0.201, 0.218, 0.413, 0.253, 0.208, 0.241, 0.247, 0.201, 0.242, 0.228, 0.246, 0.221, 0.205, 0.206, 0.249, 0.229, 0.217, 0.216, 0.213]}